The following is a quantum chemistry calculation of 2 unconnected molecules or ions with the total composition C4H10N2O at a distorted geometry, from OMol25.

HOMO-LUMO gap: 0.3406 Eh
E_HOMO: -8.28 eV

Each line ends with the natural charge from an NBO analysis.
Positions of all 17 atoms, in Å:
H: -2.50349 -1.38950 1.34133  0.213
N: 0.79565 1.58529 1.01230  -0.852
H: -0.34902 -0.02974 -2.62016  0.443
C: 0.96274 -0.38992 -0.36014  0.263
C: -1.11578 0.10599 0.73697  -0.057
H: 2.80322 -0.61345 -1.20879  0.390
H: 0.33548 2.02641 1.79498  0.378
N: 2.27306 -0.06313 -0.55194  -0.769
H: 0.84025 2.21844 0.22221  0.366
O: -0.36595 0.17314 -1.67392  -1.002
C: 0.21669 0.34192 0.63654  0.034
H: 2.47570 0.93052 -0.54844  0.395
H: 0.74108 -1.44699 -0.45470  0.211
H: -1.72001 0.90280 1.15840  0.191
C: -1.82522 -1.18485 0.50818  -0.652
H: -1.16327 -2.04438 0.42114  0.206
H: -2.40113 -1.12258 -0.41397  0.241


The following is a quantum chemistry calculation of a gas-phase ion, C27H37N4O2Si (charge +1) at a distorted geometry, from OMol25.

net charge: +1
SMILES: C[Si](C)(C)n1cc[n+](C(c2ccc(N3CCOCC3)cc2)c2ccc(N3CCOCC3)cc2)c1
HOMO-LUMO gap: 0.2784 Eh
E_HOMO: -9.94 eV

Each line ends with the Löwdin charge.
Positions of all 71 atoms, in Å:
H: 8.02566 2.67178 0.26482  0.132
H: 6.69222 3.91288 0.28765  0.131
N: -0.17606 -3.46890 2.02581  -0.029
C: -0.46538 -2.98761 0.79987  -0.037
H: 0.32330 -7.47866 2.15180  0.053
H: -4.31575 -0.15234 -2.10876  0.108
H: -6.90704 2.69167 0.28582  0.131
H: -6.99891 3.12434 -3.36926  0.133
C: 6.04315 1.89944 -0.14653  -0.142
H: 0.36442 -6.45188 0.70422  0.037
C: -1.30978 1.07247 0.00873  -0.040
H: -4.70672 3.00755 -3.09416  0.138
C: 6.36957 3.78276 -2.31437  -0.177
O: 7.47850 3.30106 -1.55681  -0.134
H: 5.63650 1.88061 0.87390  0.121
C: 2.60332 1.70054 -1.67167  -0.001
H: 0.74718 -2.49364 3.73716  0.118
H: -4.58189 3.14005 0.80582  0.123
H: 4.29097 3.43888 -2.54985  0.105
H: 1.66209 -6.33581 1.91857  0.043
H: 6.76344 3.89305 -3.33490  0.133
C: 0.03871 -0.95421 -0.54749  -0.182
H: 0.53717 1.30672 -2.08681  0.125
H: -2.54589 -5.48272 1.52480  0.038
C: -5.25161 2.31308 -2.42225  -0.141
H: 6.55706 0.92987 -0.33430  0.137
H: -0.34447 -4.38369 5.05741  0.043
C: -2.34443 -0.61353 -1.38138  -0.025
N: -0.01174 -1.73854 0.67625  0.012
C: -3.50885 1.48441 -0.93583  -0.208
C: -3.45059 0.21129 -1.55382  -0.007
H: -0.46965 1.38092 0.63315  0.121
H: 2.48276 -1.25151 0.80750  0.105
C: -6.43911 3.58266 -0.16696  -0.183
C: -2.21946 -5.53551 2.57056  -0.167
C: -4.93217 3.38389 -0.20131  -0.139
H: -2.79270 -4.80651 3.15685  0.046
C: 3.75098 1.40970 -0.90205  -0.204
C: 0.58147 -6.47338 1.77924  -0.167
C: 0.35265 -2.37836 2.74707  -0.044
H: 4.44450 0.15107 0.72924  0.097
H: 6.04704 4.76426 -1.91745  0.128
C: 0.16734 -5.16368 4.47499  -0.174
H: -2.44126 -6.54213 2.95368  0.052
C: 3.62264 0.37011 0.05213  -0.007
N: -4.63171 2.27953 -1.11315  -0.097
H: -4.44610 4.32279 -0.53225  0.138
H: -5.21027 1.31924 -2.86864  0.104
H: 2.63504 2.53280 -2.37084  0.100
H: 0.55769 -0.26361 2.21235  0.144
H: -0.04947 -6.13292 4.95540  0.056
C: 1.32181 -0.10478 -0.62116  -0.187
N: 4.93122 2.12608 -1.07347  -0.079
Si: -0.40851 -5.20701 2.71281  0.538
H: 5.30869 2.12505 -3.16519  0.136
C: 1.41185 0.98849 -1.51215  -0.019
C: 7.09489 3.00917 -0.21076  -0.179
H: -6.68949 4.48668 0.39980  0.131
H: -2.46538 2.83950 0.42321  0.109
H: -2.34490 -1.62581 -1.80342  0.116
O: -6.96567 3.81804 -1.47231  -0.133
C: 2.46543 -0.40864 0.11905  -0.050
C: -6.71412 2.74065 -2.37700  -0.176
H: 1.25191 -4.99255 4.55544  0.047
H: 0.04110 -1.62096 -1.42181  0.162
C: 5.16978 2.83485 -2.32916  -0.132
H: -7.33516 1.86291 -2.11127  0.129
C: -2.43365 1.88974 -0.11535  0.006
C: 0.33484 -1.28842 1.95828  -0.013
C: -1.22902 -0.14093 -0.66794  -0.219
H: -0.96992 -3.50237 -0.00153  0.163


The following is a quantum chemistry calculation of 2 unconnected molecules or ions with the total composition C5H8O at a distorted geometry, from OMol25.

SMILES: C=C=C.CC=O
HOMO-LUMO gap: 0.3852 Eh
E_HOMO: -9.55 eV

Each line ends with the natural charge from an NBO analysis.
Positions of all 14 atoms, in Å:
H: 0.12374 1.99701 -2.06932  0.244
H: 0.44240 -1.93919 -0.06732  0.243
O: 0.54597 -0.95028 -2.15962  -0.543
H: 1.64579 0.12682 -0.76579  0.100
C: 0.06420 0.00926 2.55904  -0.499
C: 0.67301 0.04704 -1.51246  0.457
C: -0.28845 1.17456 -1.46430  -0.729
H: -1.32074 -1.29526 -0.04170  0.230
H: -0.41976 1.48109 -0.47349  0.233
C: -0.03899 -0.74172 1.49783  0.104
H: -1.34552 0.92407 -1.94314  0.231
H: -0.27416 -0.26983 3.52982  0.226
H: 0.63473 0.83537 2.41399  0.209
C: -0.44223 -1.39895 0.49646  -0.506


> Look up the HOMO-LUMO gap of the second one.

0.2784 Eh


> Look up the HOMO-LUMO gap of the second one.

0.2784 Eh


> Look up the HOMO-LUMO gap of the second one.

0.2784 Eh